# 1
17
Properties=species:S:1:pos:R:3 method="wB97M-V/def2-TZVPD" multiplicity=1 smiles="CCC(=S)ON(C)O" e_homo_ha=-0.3063 e_lumo_ha=0.025 charge=0
S 0.164 1.582 -1.667
O 2.291 -1.878 -0.307
O 0.758 -0.205 0.134
N 1.303 -1.140 -0.933
C 0.167 -2.092 -1.296
C -0.316 1.746 1.039
C 0.286 1.019 -0.124
C -1.743 1.320 1.188
H -0.360 -2.451 -0.387
H -0.482 -1.577 -1.980
H -0.179 2.855 0.916
H 0.775 -2.956 -1.612
H -1.746 0.359 1.684
H -2.067 1.071 0.157
H 0.215 1.629 1.887
H 3.131 -1.332 -0.357
H -2.197 2.051 1.659

---

# 2
19
Properties=species:S:1:pos:R:3 method="wB97M-V/def2-TZVPD" multiplicity=1 e_homo_ha="-0.1930 / -0.1650" e_lumo_ha="-0.012 / -0.045" charge=0
O -1.591 1.676 1.061
C 1.592 -1.270 -0.900
C 1.526 0.025 -0.221
C -0.652 -0.503 1.082
C -1.436 0.551 -1.119
C 0.873 -0.237 1.132
C -1.199 0.624 0.332
H -1.797 2.422 0.482
H -1.417 1.546 -1.581
H 0.973 0.853 -0.767
H 2.442 -1.572 -1.498
H 1.071 0.554 1.871
H -0.664 -0.092 -1.586
H 2.523 0.446 -0.043
H -1.042 -0.545 2.106
H 0.702 -1.890 -0.956
H -0.846 -1.466 0.589
H 1.350 -1.208 1.352
H -2.410 0.085 -1.336

---

Copy entry 1 word for word.
17
Properties=species:S:1:pos:R:3 method="wB97M-V/def2-TZVPD" multiplicity=1 smiles="CCC(=S)ON(C)O" e_homo_ha=-0.3063 e_lumo_ha=0.025 charge=0
S 0.164 1.582 -1.667
O 2.291 -1.878 -0.307
O 0.758 -0.205 0.134
N 1.303 -1.140 -0.933
C 0.167 -2.092 -1.296
C -0.316 1.746 1.039
C 0.286 1.019 -0.124
C -1.743 1.320 1.188
H -0.360 -2.451 -0.387
H -0.482 -1.577 -1.980
H -0.179 2.855 0.916
H 0.775 -2.956 -1.612
H -1.746 0.359 1.684
H -2.067 1.071 0.157
H 0.215 1.629 1.887
H 3.131 -1.332 -0.357
H -2.197 2.051 1.659